39
Properties=species:S:1:pos:R:3:nbo_charge:R:1 method="wB97M-V/def2-TZVPD" smiles="CCOC(=O)CCC(=O)c1c(C)oc2ccc(OC)cc12" e_lumo_ev=0.648 fmax_ha_per_bohr=0.0239 relative_energy_kcal_mol=1.2 homo_lumo_gap_ev=8.9
C -2.487 2.214 -0.127 -0.622
C -1.038 2.255 0.318 -0.077
O -0.878 1.350 1.414 -0.518
C 0.370 1.086 1.804 0.812
O 1.349 1.568 1.299 -0.605
C 0.372 0.112 2.967 -0.505
C 1.478 -0.931 2.804 -0.504
C 1.578 -1.494 1.393 0.602
O 2.638 -1.846 0.933 -0.518
C 0.340 -1.516 0.597 -0.293
C -0.900 -2.027 0.867 0.380
C -1.414 -2.813 2.018 -0.667
O -1.763 -1.813 -0.158 -0.414
C -1.084 -1.131 -1.117 0.220
C -1.553 -0.650 -2.330 -0.222
C -0.659 0.039 -3.118 -0.258
C 0.677 0.251 -2.726 0.300
O 1.428 0.961 -3.612 -0.496
C 2.770 1.228 -3.278 -0.254
C 1.144 -0.238 -1.517 -0.312
C 0.246 -0.934 -0.716 0.011
H -2.628 2.885 -0.968 0.218
H -2.753 1.205 -0.432 0.216
H -3.140 2.518 0.687 0.209
H -0.365 1.950 -0.491 0.202
H -0.749 3.259 0.648 0.184
H -0.614 -0.343 3.034 0.227
H 0.549 0.685 3.881 0.244
H 1.320 -1.757 3.501 0.233
H 2.451 -0.491 3.030 0.248
H -1.850 -3.744 1.659 0.241
H -2.199 -2.261 2.535 0.232
H -0.612 -3.040 2.713 0.227
H -2.574 -0.805 -2.638 0.227
H -0.965 0.441 -4.071 0.228
H 3.347 0.304 -3.174 0.179
H 2.845 1.808 -2.352 0.182
H 3.168 1.812 -4.106 0.199
H 2.156 -0.098 -1.176 0.243

82
Properties=species:S:1:pos:R:3:mulliken_charge:R:1 method="wB97M-V/def2-TZVPD" total_charge=+1 e_lumo_ev=-4.170 fmax_ha_per_bohr=0.0099 relative_energy_kcal_mol=0.7 homo_lumo_gap_ev=5.8
Ti 0.110 0.057 0.052 -1.292
C -3.458 -4.220 0.619 -0.648
C -3.204 -4.026 -0.731 -0.842
C -2.600 -2.860 -1.173 -0.288
C -2.252 -1.851 -0.270 -0.176
C -2.508 -2.055 1.086 0.035
C -3.099 -3.231 1.522 -1.053
N -1.581 -0.688 -0.718 0.941
C -1.946 -0.158 -1.950 -0.533
C -3.244 -0.092 -2.463 -0.425
C -3.457 0.470 -3.709 -0.746
C -2.410 0.975 -4.492 -0.841
C -1.120 0.926 -4.008 -0.320
C -0.924 0.381 -2.743 0.647
N 0.320 0.251 -2.118 2.041
N 1.385 0.427 -2.722 -1.408
C 2.501 0.190 -1.877 0.427
C 3.764 0.360 -2.398 -0.646
C 4.842 0.102 -1.558 -0.409
C 4.599 -0.314 -0.261 -1.017
C 3.287 -0.440 0.174 -0.103
N 2.255 -0.176 -0.616 0.639
H -3.927 -5.132 0.962 0.424
H -3.464 -4.793 -1.449 0.411
H -2.382 -2.739 -2.226 0.525
H -2.245 -1.280 1.792 0.659
H -3.285 -3.369 2.580 0.484
H -4.070 -0.488 -1.889 0.577
H -4.470 0.521 -4.088 0.448
H -2.619 1.402 -5.462 0.439
H -0.279 1.307 -4.570 0.578
H 3.883 0.676 -3.424 0.549
H 5.855 0.219 -1.917 0.435
H 5.410 -0.532 0.418 0.453
H 3.056 -0.748 1.186 0.343
N -0.992 7.062 -3.921 -0.487
C -0.719 6.118 -2.976 1.186
C -0.216 4.860 -3.347 -1.103
C 0.087 3.921 -2.387 0.041
C -0.107 4.212 -1.041 -0.637
C -0.601 5.452 -0.658 -0.460
C -0.902 6.397 -1.613 -0.939
S 0.246 3.018 0.176 1.850
O 1.320 2.149 -0.345 -0.825
O 0.439 3.667 1.434 -0.794
N -0.905 1.879 0.205 0.711
C -2.039 2.109 0.967 0.092
N -2.532 1.044 1.596 0.117
C -3.647 1.238 2.295 -0.048
C -4.245 2.479 2.409 -0.930
C -3.615 3.522 1.750 -0.433
N -2.521 3.351 1.020 -0.443
H -0.996 6.815 -4.893 0.196
H -1.474 7.904 -3.665 0.198
H -0.054 4.637 -4.394 0.302
H 0.497 2.964 -2.680 0.454
H -0.750 5.665 0.392 0.484
H -1.281 7.366 -1.313 0.310
H -4.062 0.364 2.788 0.451
H -5.144 2.632 2.986 0.419
H -4.005 4.533 1.804 0.458
C 1.133 -6.550 4.032 -0.939
O 0.887 -5.762 2.869 -0.441
C 0.910 -4.430 2.965 0.559
C 1.179 -3.740 4.169 -0.972
C 1.180 -2.375 4.168 -1.712
C 0.912 -1.627 2.999 1.143
C 0.929 -0.206 2.982 0.563
C 1.286 0.647 4.159 -1.874
O 0.640 0.452 1.944 0.448
C 0.633 -2.344 1.796 0.542
O 0.364 -1.719 0.677 0.001
C 0.646 -3.734 1.795 -0.350
H 1.056 -7.582 3.706 0.270
H 0.386 -6.354 4.802 0.376
H 2.134 -6.366 4.424 0.377
H 1.379 -4.279 5.082 0.483
H 1.381 -1.859 5.095 0.328
H 1.680 0.108 5.012 0.474
H 0.389 1.194 4.455 0.322
H 2.007 1.393 3.823 0.323
H 0.418 -4.270 0.885 0.599

12
Properties=species:S:1:pos:R:3:nbo_charge:R:1 method="wB97M-V/def2-TZVPD" e_lumo_ev="0.810 / 0.810" fmax_ha_per_bohr=0.0671 relative_energy_kcal_mol=128.8 homo_lumo_gap_ev="9.1 / 9.1"
C -0.789 1.108 0.104 -0.202
C -0.429 -0.271 -0.525 0.175
C 1.193 -1.345 -0.532 0.225
C -0.120 1.724 1.046 -0.316
N -0.015 -1.577 -0.010 0.089
O -0.653 -2.467 0.572 -0.504
O 0.905 -0.081 -0.997 -0.474
H -1.568 1.549 -0.416 0.198
H -1.047 -0.375 -1.385 0.199
H 1.985 -2.075 -0.683 0.215
H 0.654 1.120 1.469 0.190
H -0.115 2.690 1.358 0.206

11
Properties=species:S:1:pos:R:3:nbo_charge:R:1 method="wB97M-V/def2-TZVPD" smiles="C=NCC" e_lumo_ev=1.259 fmax_ha_per_bohr=0.0413 relative_energy_kcal_mol=17.1 homo_lumo_gap_ev=10.8
C 1.343 0.093 1.173 -0.073
N 1.187 -0.215 -0.043 -0.373
C -0.172 -0.642 -0.392 -0.251
C -1.043 0.527 -0.822 -0.608
H 0.807 -0.425 1.982 0.140
H 2.265 0.582 1.484 0.168
H -0.042 -1.324 -1.237 0.196
H -0.607 -1.145 0.484 0.166
H -2.094 0.246 -0.863 0.215
H -0.944 1.285 -0.035 0.203
H -0.700 1.019 -1.731 0.217

50
Properties=species:S:1:pos:R:3:nbo_charge:R:1 method="wB97M-V/def2-TZVPD" e_lumo_ev=0.640 fmax_ha_per_bohr=0.0158 relative_energy_kcal_mol=34.4 homo_lumo_gap_ev=8.8
C 2.631 -4.261 1.434 -0.252
O 1.530 -4.510 0.593 -0.503
C 0.764 -3.462 0.202 0.360
C 1.030 -2.128 0.466 -0.297
C 0.186 -1.114 0.007 -0.044
C 0.511 0.270 0.335 -0.262
C -0.365 1.247 0.612 0.137
N -1.731 1.033 0.728 -0.628
C -2.675 2.020 0.790 0.694
C -4.050 1.496 1.133 -0.713
O -2.426 3.182 0.562 -0.600
C 0.128 2.607 1.057 0.679
O 0.301 2.807 2.246 -0.619
N 0.430 3.487 0.092 -0.431
C 0.086 3.297 -1.302 -0.218
C 0.953 4.201 -2.183 -0.411
C 2.341 4.326 -1.563 -0.397
C 2.247 5.086 -0.234 -0.404
C 0.897 4.809 0.442 -0.229
C -0.921 -1.456 -0.768 -0.245
C -1.200 -2.784 -1.039 -0.217
C -0.379 -3.780 -0.551 0.208
O -0.663 -5.111 -0.838 -0.500
C -0.932 -5.927 0.200 0.807
C -1.030 -7.353 -0.270 -0.715
O -1.083 -5.550 1.328 -0.577
H 3.386 -3.647 0.932 0.176
H 2.320 -3.776 2.363 0.184
H 3.054 -5.238 1.661 0.203
H 1.892 -1.848 1.051 0.222
H 1.563 0.508 0.404 0.222
H -2.021 0.071 0.856 0.413
H -4.043 1.087 2.141 0.236
H -4.344 0.711 0.439 0.225
H -4.767 2.310 1.084 0.243
H -0.979 3.521 -1.448 0.209
H 0.257 2.248 -1.562 0.211
H 1.014 3.774 -3.184 0.217
H 0.506 5.192 -2.271 0.199
H 3.020 4.840 -2.243 0.212
H 2.737 3.324 -1.389 0.198
H 3.065 4.780 0.420 0.209
H 2.342 6.159 -0.405 0.203
H 0.147 5.539 0.123 0.190
H 0.979 4.850 1.528 0.251
H -1.545 -0.686 -1.196 0.217
H -2.057 -3.061 -1.632 0.227
H -0.022 -7.756 -0.348 0.242
H -1.494 -7.394 -1.251 0.234
H -1.593 -7.939 0.449 0.236

83
Properties=species:S:1:pos:R:3:lowdin_spin:R:1 method="wB97M-V/def2-TZVPD" e_lumo_ev="0.060 / -1.968" fmax_ha_per_bohr=0.1180 homo_lumo_gap_ev="8.0 / 5.3" s_squared=0.802 spin_multiplicity=2
N -0.381 -0.087 -0.049 0.000
H -0.965 -0.822 -0.422 0.000
H 0.240 0.296 -0.748 0.000
H 0.131 -0.497 0.719 0.000
H -1.046 0.547 0.369 0.000
C -2.160 -4.164 -2.099 0.154
C -1.933 -2.774 -1.753 -0.006
C -1.861 -1.711 -2.990 0.025
O -1.860 -0.516 -2.722 0.049
C -1.795 -2.355 -4.340 0.345
C -2.027 -3.666 -4.501 0.020
C -2.304 -4.604 -3.372 -0.002
O -2.651 -5.859 -3.482 0.128
O -2.022 -4.052 -5.709 0.282
O -1.755 -2.377 -0.607 -0.016
H -2.321 -4.812 -1.250 0.006
H -1.531 -1.638 -5.104 0.014
C 2.281 2.750 0.537 0.000
C 2.108 2.383 -0.963 0.000
N 2.083 0.923 -1.141 0.000
C 1.851 0.583 -2.596 0.000
C 1.805 -0.949 -2.874 0.000
C 3.331 0.234 -0.685 0.000
C 4.652 0.613 -1.447 0.000
H 1.412 2.460 1.128 0.000
H 2.431 3.827 0.606 0.000
H 3.126 2.288 1.047 0.000
H 1.165 2.807 -1.311 0.000
H 2.885 2.816 -1.593 0.000
H 0.887 1.046 -2.805 0.000
H 2.513 1.179 -3.224 0.000
H 2.784 -1.415 -2.760 0.000
H 1.036 -1.421 -2.264 0.000
H 1.417 -1.087 -3.884 0.000
H 3.333 -0.853 -0.762 0.000
H 3.434 0.419 0.384 0.000
H 4.805 1.677 -1.269 0.000
H 4.532 0.414 -2.512 0.000
H 5.525 0.046 -1.126 0.000
C -2.990 4.347 1.134 0.000
C -1.842 3.294 1.077 0.000
N -2.321 1.886 0.729 0.000
C -3.296 1.307 1.717 0.000
C -3.788 -0.090 1.401 0.000
C -2.919 1.859 -0.612 0.000
C -2.081 2.583 -1.734 0.000
H -3.769 4.002 1.814 0.000
H -3.407 4.577 0.153 0.000
H -2.599 5.259 1.585 0.000
H -1.054 3.704 0.445 0.000
H -1.505 3.231 2.112 0.000
H -2.763 1.286 2.668 0.000
H -4.183 1.919 1.882 0.000
H -3.916 -0.727 2.276 0.000
H -4.775 -0.107 0.938 0.000
H -3.076 -0.625 0.772 0.000
H -3.930 2.264 -0.596 0.000
H -2.995 0.837 -0.983 0.000
H -1.113 2.097 -1.850 0.000
H -1.987 3.658 -1.583 0.000
H -2.614 2.460 -2.676 0.000
C 3.025 -1.477 3.736 0.000
C 2.456 -0.975 2.366 0.000
N 1.033 -1.223 2.102 0.000
C 0.172 -0.777 3.271 0.000
C 0.203 0.788 3.364 0.000
C 0.701 -2.656 1.957 0.000
C 1.397 -3.289 0.772 0.000
H 3.106 -2.563 3.760 0.000
H 2.532 -1.124 4.642 0.000
H 4.074 -1.187 3.807 0.000
H 2.637 0.099 2.325 0.000
H 3.078 -1.415 1.586 0.000
H -0.874 -0.955 3.020 0.000
H 0.362 -1.252 4.234 0.000
H -0.399 1.187 4.180 0.000
H 1.204 1.183 3.541 0.000
H -0.134 1.302 2.463 0.000
H -0.336 -2.748 1.634 0.000
H 0.758 -3.287 2.844 0.000
H 2.442 -3.540 0.959 0.000
H 1.431 -2.583 -0.058 0.000
H 0.900 -4.183 0.396 0.000

10
Properties=species:S:1:pos:R:3:lowdin_spin:R:1 method="wB97M-V/def2-TZVPD" e_lumo_ev="0.344 / -3.327" fmax_ha_per_bohr=0.0728 relative_energy_kcal_mol=25.2 homo_lumo_gap_ev="7.9 / 6.6" s_squared=2.009 spin_multiplicity=3
C 0.069 -1.617 -0.355 0.002
C -0.157 0.784 -0.380 0.001
N 0.081 -0.370 -0.709 0.001
O 2.401 -2.283 3.729 0.365
O 0.862 -2.201 0.358 0.019
S 3.335 -0.254 2.029 0.956
S 2.981 -2.054 2.430 0.656
H -0.646 -2.074 -0.921 0.000
H -0.026 1.584 -1.176 0.000
H -0.599 1.075 0.504 0.000

17
Properties=species:S:1:pos:R:3:nbo_charge:R:1 method="wB97M-V/def2-TZVPD" smiles=CC(C)O[C@H](F)P e_lumo_ev=1.020 fmax_ha_per_bohr=0.0848 relative_energy_kcal_mol=84.5 homo_lumo_gap_ev=10.9
C 0.684 -1.724 -0.966 -0.626
C -0.324 -0.720 -0.400 0.091
C -1.347 -1.288 0.602 -0.628
O 0.499 0.291 0.112 -0.556
C -0.040 1.650 0.294 0.235
F -0.103 2.244 -1.038 -0.405
P 1.204 2.505 1.413 0.293
H 1.584 -1.052 -1.198 0.238
H 1.112 -2.467 -0.340 0.205
H 0.176 -2.260 -1.789 0.213
H -0.774 -0.299 -1.313 0.173
H -0.931 -2.156 0.964 0.209
H -2.375 -1.572 -0.005 0.206
H -1.599 -0.702 1.450 0.219
H -1.049 1.738 0.584 0.167
H 0.974 3.695 0.890 -0.028
H 2.310 2.117 0.737 -0.006